--- w ---
# C2H2ClP

C2H2ClP in the gas phase (ωB97M-V/def2-TZVPD, OMol25).

## Properties
charge: 0
HOMO energy (spin up / spin down): -8.18 / -8.17 eV
SMILES: C=P#CCl

Each line ends with the Mulliken charge.
Cartesian coordinates (Å):
Cl  -1.836  1.156  -0.161  -0.107
C  0.919  -0.051  -0.054  -0.620
P  -0.071  -1.427  -0.154  -0.072
C  -1.306  -0.376  0.082  0.180
H  1.508  -0.182  0.892  0.234
H  0.785  0.880  -0.605  0.386

=====

--- x ---
# C2H2ClP

2 unconnected molecules or ions with the total composition C2H2ClP (ωB97M-V/def2-TZVPD, OMol25).

## Properties
charge: 0
HOMO energy (spin up / spin down): -8.23 / -8.24 eV

Each line ends with the Mulliken charge.
Cartesian coordinates (Å):
C  1.260  0.158  0.746  -0.391
C  2.110  0.131  -0.121  -0.294
H  2.900  -0.056  -0.820  0.377
P  -2.977  -1.006  -1.210  0.112
Cl  -4.067  0.317  -0.264  -0.113
H  0.775  0.457  1.669  0.308

=====

--- y ---
# C2H2ClP

2 unconnected molecules or ions with the total composition C2H2ClP (ωB97M-V/def2-TZVPD, OMol25).

## Properties
charge: 0
HOMO energy (spin up / spin down): -8.38 / -8.38 eV

Each line ends with the Mulliken charge.
Cartesian coordinates (Å):
P  -1.988  1.206  2.662  0.121
C  1.556  0.229  -1.117  -0.325
H  -0.178  -1.069  -0.986  0.323
H  2.315  0.907  -1.434  0.315
Cl  -2.414  -0.659  2.158  -0.121
C  0.707  -0.613  -1.282  -0.313

=====

Which structure is most stable? x, by 3.3 kcal/mol over the runner-up.

=====

--- w ---
# C5H7NO3

C5H7NO3 in the gas phase (ωB97M-V/def2-TZVPD, OMol25).

## Properties
charge: 0
HOMO energy: -9.12 eV
SMILES: C=C(C=O)C(=O)N(C)O

Each line ends with the Mulliken charge.
Cartesian coordinates (Å):
O  -0.524  0.948  1.708  -0.714
C  -0.267  0.306  0.654  0.666
C  1.676  -1.345  -0.045  -0.862
C  -1.285  0.003  -0.373  0.432
H  -2.666  0.249  1.047  0.363
H  0.989  -2.200  -0.127  0.333
O  1.955  0.589  1.258  -0.455
H  1.462  0.704  2.066  0.345
H  -3.468  -0.006  -0.550  0.267
H  -1.713  -0.409  -2.498  0.356
H  2.117  -1.312  -1.060  0.264
H  2.502  -1.548  0.698  0.313
C  -2.547  0.105  0.047  -0.968
O  0.265  -0.096  -2.143  -0.491
C  -0.926  -0.108  -1.815  -0.084
N  1.042  -0.110  0.432  0.234

=====

--- x ---
# C5H7NO3

C5H7NO3 in the gas phase (ωB97M-V/def2-TZVPD, OMol25).

## Properties
charge: 0
HOMO energy (spin up / spin down): -8.61 / -8.61 eV

Each line ends with the Mulliken charge.
Cartesian coordinates (Å):
N  -0.669  0.967  2.789  -0.373
C  -0.792  0.763  1.459  0.626
H  0.223  0.828  3.232  0.222
O  -1.822  0.707  0.833  -0.594
H  1.330  0.763  -2.347  0.218
O  0.446  0.774  0.866  -0.424
H  -0.592  -2.730  -2.017  0.305
H  -0.619  -0.163  -0.911  0.345
H  -0.216  -1.027  -2.579  0.208
C  1.234  1.068  -1.317  -0.686
C  -0.311  -1.719  -1.756  -1.106
H  1.797  1.931  -0.988  0.316
H  -1.506  0.946  3.345  0.261
O  0.670  -2.006  0.443  -0.486
C  0.462  0.390  -0.464  0.284
C  0.366  -1.490  -0.589  0.882

=====

--- y ---
# C5H7NO3

C5H7NO3 in the gas phase (ωB97M-V/def2-TZVPD, OMol25).

## Properties
charge: 0
HOMO energy: -10.04 eV
SMILES: O=[N+]([O-])[C@H]1C=CC[C@@H]1O

Each line ends with the Mulliken charge.
Cartesian coordinates (Å):
O  2.035  0.543  -0.737  -0.527
H  -2.071  0.216  -0.735  0.382
H  0.400  -1.144  -1.305  0.604
H  0.468  -1.232  1.425  0.424
C  0.074  0.969  1.192  -0.636
C  -0.740  1.459  0.236  -0.411
H  -1.001  -2.520  -0.735  0.367
C  0.605  -0.367  0.753  -0.044
H  0.250  1.444  2.164  0.412
O  2.888  -0.699  0.814  -0.625
N  1.932  -0.118  0.275  0.916
O  -1.139  -1.707  -0.104  -0.585
H  -0.961  0.868  -2.014  0.235
C  -1.120  0.564  -0.869  -0.803
C  -0.302  -0.675  -0.618  -0.102
H  -1.318  2.397  0.259  0.394

=====

Which structure is most stable? w, by 6.4 kcal/mol over the runner-up.

=====

--- w ---
# C5H7NO3

A molecular structure, C5H7NO3 (ωB97M-V/def2-TZVPD, OMol25).

## Properties
charge: 0
HOMO energy: -8.77 eV

Each line ends with the Mulliken charge.
Cartesian coordinates (Å):
C  -1.651  -1.422  0.395  -0.916
H  0.609  2.894  0.533  0.375
O  0.841  -0.909  -0.659  -0.325
C  -1.691  0.053  -0.530  -0.429
H  -2.232  1.205  0.228  0.242
C  -0.100  0.124  -0.601  0.234
C  1.914  -0.290  -0.021  0.408
N  1.883  0.974  0.192  -0.561
O  -0.110  2.474  -0.059  -0.495
H  -2.401  -0.128  -1.547  0.256
C  0.558  1.219  -0.211  0.502
H  -0.741  -2.043  -0.032  0.304
H  -1.313  -1.083  1.381  0.288
O  3.274  -0.807  -0.113  -0.464
H  -2.740  -2.067  1.006  0.270
H  3.901  -0.192  0.037  0.311

=====

--- x ---
# C5H7NO3

2 unconnected molecules or ions with the total composition C5H7NO3 (ωB97M-V/def2-TZVPD, OMol25).

## Properties
charge: 0
HOMO energy: -9.15 eV

Each line ends with the Mulliken charge.
Cartesian coordinates (Å):
C  1.907  -1.723  -0.295  -1.287
C  -0.066  1.670  -0.274  -0.276
C  0.188  0.237  -0.453  0.258
H  1.031  -2.146  -0.882  0.267
N  2.231  0.600  0.805  -0.630
H  2.108  1.338  1.455  0.228
H  -1.352  0.065  1.285  0.276
O  -2.716  -1.370  0.416  -0.501
C  -1.619  -0.728  0.424  0.289
C  1.381  -0.387  0.046  0.636
O  -0.850  -0.481  -0.661  -0.436
O  -1.114  2.284  -0.157  -0.500
H  0.804  2.262  -0.368  0.552
H  2.615  -1.950  -1.016  0.458
H  3.678  0.388  -0.180  0.239
H  2.204  -2.034  0.587  0.427

=====

Which structure is most stable? w, by 32.9 kcal/mol over the runner-up.

=====

--- w ---
# C3H4FN

C3H4FN in the gas phase (ωB97M-V/def2-TZVPD, OMol25).

## Properties
charge: 0
HOMO energy (spin up / spin down): -8.82 / -8.82 eV
SMILES: C=NC(=C)F

Each line ends with the Mulliken charge.
Cartesian coordinates (Å):
C  -0.320  0.348  1.771  -0.745
H  -0.908  0.022  2.565  0.337
C  0.638  -0.033  -1.748  -0.298
H  0.003  -0.825  -2.268  0.241
H  1.178  0.823  -2.199  0.263
F  -0.903  -1.537  0.398  -0.243
N  0.416  0.283  -0.547  -0.340
C  -0.370  -0.308  0.414  0.492
H  0.264  1.227  1.614  0.292

=====

--- x ---
# C3H4FN

C3H4FN in the gas phase (ωB97M-V/def2-TZVPD, OMol25).

## Properties
charge: 0
HOMO energy: -8.29 eV
SMILES: C=N/C=C/F

Each line ends with the Mulliken charge.
Cartesian coordinates (Å):
C  1.705  -0.164  -0.050  -0.219
N  0.421  0.223  -0.195  -0.376
C  -2.533  0.559  0.057  -0.160
H  2.041  -0.873  0.700  0.255
H  -1.263  -1.058  -0.166  0.221
C  -1.156  0.012  -0.001  -0.127
F  -3.495  -0.352  -0.070  -0.205
H  -2.835  1.573  0.212  0.349
H  2.379  0.326  -0.729  0.262

=====

Which structure is most stable? w, by 49.5 kcal/mol over the runner-up.